Computed, not measured: C29H23BaN4PSe2 as an isolated structure, with ωB97M-V with the def2-TZVPD basis set.

Structure (XYZ):
```
60
Properties=species:S:1:pos:R:3:forces:R:3:mulliken_charge:R:1
Ba -0.550 0.381 -1.434 0.15 -0.10 -0.15 1.40
C 4.630 -1.465 -1.141 0.00 -0.01 -0.01 -0.50
C 4.598 -0.260 -0.448 0.00 0.01 0.00 -0.74
C 3.703 0.735 -0.798 -0.07 0.05 0.01 -0.07
C 2.811 0.556 -1.867 0.05 0.02 0.04 0.13
C 2.856 -0.663 -2.556 -0.06 0.07 0.01 -0.39
C 3.751 -1.659 -2.195 0.01 -0.02 0.01 -0.61
N 1.781 1.449 -2.172 -0.55 -0.01 0.00 -0.35
C 1.926 2.769 -2.247 0.11 -0.01 0.04 0.12
C 3.205 3.414 -2.330 0.07 0.01 0.00 -0.36
C 3.330 4.766 -2.409 -0.06 -0.03 0.00 -0.68
C 2.195 5.616 -2.410 0.05 0.00 0.00 -0.79
C 0.959 5.056 -2.358 -0.08 -0.04 -0.02 -0.35
C 0.779 3.647 -2.286 0.29 0.29 -0.08 0.17
N -0.463 3.086 -2.247 -0.15 -0.34 0.23 0.52
N -1.473 3.851 -2.212 0.29 0.22 -0.15 -0.82
C -2.711 3.203 -2.161 -0.20 -0.15 0.06 0.05
C -3.834 4.032 -2.157 0.00 -0.01 -0.04 -0.31
C -5.088 3.462 -2.098 -0.02 0.00 0.00 -0.35
C -5.203 2.078 -2.033 0.02 -0.01 0.01 -0.60
C -4.042 1.331 -2.026 0.05 0.04 0.00 -0.39
N -2.819 1.869 -2.093 0.03 -0.02 0.03 -0.06
H 5.326 -2.243 -0.858 0.00 0.00 0.01 0.42
H 5.272 -0.099 0.385 0.00 0.00 0.00 0.42
H 3.662 1.658 -0.233 0.02 -0.01 0.01 0.55
H 2.183 -0.802 -3.395 0.01 -0.03 -0.01 0.49
H 3.761 -2.593 -2.743 0.00 0.00 0.00 0.40
H 4.088 2.789 -2.354 -0.01 0.00 0.00 0.48
H 4.322 5.196 -2.484 -0.01 0.02 0.00 0.37
H 2.315 6.689 -2.467 0.01 0.00 0.00 0.37
H 0.069 5.668 -2.378 0.00 0.00 0.00 0.44
H -3.684 5.101 -2.200 -0.01 0.00 -0.01 0.44
H -5.974 4.083 -2.095 0.02 0.02 0.00 0.39
H -6.166 1.590 -1.977 0.00 -0.01 0.00 0.39
H -4.085 0.249 -1.954 0.00 0.00 0.01 0.39
Se -1.279 0.280 1.659 0.01 0.05 0.12 -0.48
P -1.217 -1.867 1.404 0.02 -0.08 -0.11 0.82
Se -1.572 -2.626 -0.598 0.00 0.05 -0.01 -0.56
C -2.392 -2.619 2.570 0.02 0.03 0.02 0.23
C -2.180 -2.409 3.932 -0.02 -0.02 -0.02 -0.49
C -3.051 -2.955 4.858 0.03 0.02 0.00 -0.61
C -4.139 -3.706 4.429 -0.02 -0.01 -0.02 -0.40
C -4.352 -3.911 3.075 0.00 -0.01 0.00 -0.58
C -3.477 -3.369 2.141 0.02 0.00 0.02 -0.28
C 0.398 -2.515 1.945 -0.05 0.04 -0.01 0.59
C 1.491 -1.682 2.142 0.02 -0.03 0.00 -0.21
C 2.724 -2.227 2.482 -0.01 -0.01 0.00 -0.54
C 2.860 -3.597 2.636 0.02 0.05 0.00 -0.50
C 1.763 -4.431 2.446 -0.04 -0.03 -0.01 -0.61
C 0.537 -3.894 2.096 0.03 0.01 0.01 -0.58
H -1.334 -1.816 4.258 -0.01 0.00 0.02 0.35
H -2.884 -2.794 5.916 0.00 0.00 0.00 0.39
H -4.822 -4.131 5.154 0.00 0.00 0.00 0.37
H -5.198 -4.496 2.740 0.00 0.00 0.00 0.39
H -3.629 -3.529 1.082 0.00 0.00 0.00 0.22
H 1.376 -0.611 2.035 -0.01 0.00 0.00 0.37
H 3.575 -1.574 2.627 0.00 -0.01 0.00 0.39
H 3.820 -4.018 2.905 -0.01 -0.01 0.00 0.39
H 1.869 -5.501 2.566 -0.01 0.00 0.00 0.39
H -0.316 -4.541 1.930 0.01 -0.02 0.01 0.36
```
Positions in Å, forces in eV/Å.

Results
Lowest unoccupied orbital energy = -1.01 eV
Charge = 0
E_HOMO = -6.97 eV
Kohn-Sham gap = 5.97 eV